{
  "formula": "C5H11BN2O",
  "method": "the ωB97M-V functional and the def2-TZVPD basis",
  "homo_energy_ev": [-8.06, -8.06],
  "total_charge": 0,
  "orbital_gap_ha": [0.182, 0.182],
  "elements": ["B", "C", "C", "C", "C", "C", "N", "N", "O", "H", "H", "H", "H", "H", "H", "H", "H", "H", "H", "H"],
  "positions_angstrom": [[2.214, 0.903, 0.511], [-3.123, -0.627, -2.598], [-2.223, -1.351, 0.858], [-1.941, -0.729, -0.541], [-1.727, 0.019, 0.758], [3.639, 1.216, 1.082], [-3.002, -0.434, -1.393], [1.317, 0.392, 1.364], [1.864, 1.160, -0.733], [-3.967, -0.450, -3.235], [-2.237, -0.819, -3.209], [-3.278, -1.470, 1.130], [-1.555, -2.147, 1.224], [-1.055, -1.241, -0.987], [-0.707, 0.251, 1.058], [3.930, 0.300, 1.468], [3.476, 1.874, 1.904], [4.468, 1.470, 0.382], [1.451, 0.276, 2.421], [2.457, 1.406, -1.464]],
  "nbo_charge": [0.877, -0.013, -0.510, -0.141, 0.151, -0.941, -0.410, -0.949, -0.887, 0.174, 0.123, 0.271, 0.261, 0.211, 0.251, 0.224, 0.229, 0.214, 0.369, 0.496]
}